(1)
{"formula": "C27H23DyF4N13O2S", "method": "ωB97M-V with the def2-TZVPD basis set", "de_lowest_kcal_mol": 10.62, "total_charge": -1, "spin_multiplicity": 6, "elements": ["Dy", "C", "N", "C", "C", "C", "N", "C", "C", "F", "C", "F", "C", "C", "F", "C", "F", "H", "H", "H", "H", "H", "H", "H", "H", "H", "H", "H", "N", "C", "N", "N", "N", "N", "C", "N", "N", "N", "N", "H", "O", "S", "O", "N", "C", "C", "C", "C", "C", "C", "C", "C", "N", "C", "C", "C", "C", "C", "C", "C", "H", "H", "H", "H", "H", "H", "H", "H", "H", "H", "H"], "coordinates": [[0.286, 0.302, -0.050], [3.569, 0.899, 1.095], [2.754, -0.142, 0.463], [2.898, -1.372, 1.226], [3.185, -0.330, -0.920], [2.441, -1.436, -1.657], [1.020, -1.515, -1.209], [0.174, -2.394, -1.788], [-1.233, -2.286, -1.588], [-1.647, -1.289, -0.749], [-2.196, -3.115, -2.142], [-3.457, -2.965, -1.696], [-1.836, -4.136, -2.911], [-0.459, -4.313, -3.136], [-0.022, -5.361, -3.853], [0.523, -3.492, -2.639], [1.800, -3.712, -3.025], [4.598, 0.598, 1.254], [3.095, 1.077, 2.018], [3.529, 1.765, 0.485], [3.937, -1.808, 1.199], [2.265, -2.133, 0.818], [2.610, -1.242, 2.273], [4.259, -0.640, -0.892], [3.100, 0.601, -1.500], [2.920, -2.412, -1.521], [2.399, -1.154, -2.725], [-2.544, -4.894, -3.305], [1.476, 3.211, -2.179], [1.516, 3.361, -0.773], [2.061, 4.411, -0.194], [1.964, 4.083, 1.120], [1.292, 3.028, 1.306], [0.960, 2.478, 0.070], [0.769, 2.213, -2.829], [0.621, 2.274, -4.168], [0.182, 1.031, -4.487], [0.080, 0.336, -3.415], [0.403, 1.078, -2.322], [1.875, 3.936, -2.741], [-1.963, 3.749, 1.769], [-2.354, 2.414, 1.421], [-3.606, 1.879, 1.982], [-1.217, 1.228, 1.643], [-1.075, 0.661, 2.886], [-1.288, 1.286, 4.125], [-1.387, 0.624, 5.355], [-1.280, -0.777, 5.398], [-0.868, -1.391, 4.198], [-0.599, -2.784, 4.131], [-0.262, -3.409, 2.994], [-0.084, -2.619, 1.807], [-0.295, -1.326, 1.839], [-0.646, -0.698, 2.985], [-2.557, 2.407, -0.343], [-3.270, 1.360, -0.917], [-3.289, 1.179, -2.272], [-2.767, 2.222, -3.087], [-2.133, 3.330, -2.473], [-2.015, 3.425, -1.064], [-1.464, 2.361, 4.009], [-1.538, 1.284, 6.246], [-1.348, -1.471, 6.235], [-0.713, -3.437, 4.992], [-0.014, -4.451, 3.025], [0.257, -3.036, 0.889], [-3.676, 0.674, -0.184], [-3.727, 0.295, -2.706], [-2.825, 2.186, -4.152], [-1.718, 4.091, -3.074], [-1.447, 4.203, -0.569]], "forces_ev_per_angstrom": [[-0.8485, 0.0604, 0.1898], [-0.3831, -0.7459, -0.4064], [0.1077, -0.0655, 0.0132], [0.8551, -0.7627, 0.3106], [0.8610, -0.6134, -0.4184], [-1.5949, -0.3882, -0.3355], [0.3699, -0.1918, 0.2549], [-0.0239, -0.2232, -0.5500], [0.8162, -0.1890, -0.1053], [0.0267, 0.3268, 0.0046], [0.1119, 1.8352, 2.3267], [-0.1791, 0.1111, -0.4240], [0.7271, -3.0527, -2.0943], [-0.1500, 0.1233, 0.0285], [-0.3163, -0.2349, -0.3164], [-0.7808, 0.7128, 0.2687], [-0.1493, -0.1161, 0.1942], [0.3410, -0.2894, -0.1022], [-0.2615, 0.6701, 1.2834], [0.0486, 0.9961, -0.4089], [-0.5230, 0.6729, -0.0105], [-0.3872, -0.3491, -0.2807], [0.0852, 0.2441, -0.1463], [-0.3783, 0.4081, -0.2203], [-0.0185, -0.0466, 0.5169], [0.1589, 0.2905, -0.1285], [0.4634, -0.3568, 0.2585], [0.5463, 0.7338, 0.3811], [-0.5706, -0.1432, 1.7717], [-0.7857, -0.1013, -2.3659], [0.4326, -1.0385, 0.2111], [-0.2713, 1.0971, 0.5174], [-0.0535, -0.9717, -0.2045], [1.2264, 1.4914, 0.2902], [1.1706, 2.2675, -1.8737], [0.1889, -0.3376, 0.7129], [0.2944, 0.6821, 0.8526], [-1.0894, -1.2874, -0.2001], [-0.0934, -1.0717, 0.3207], [-0.0549, 0.1885, -0.0717], [0.3554, 0.1642, 0.4032], [-1.3937, -1.8674, 0.6094], [1.0723, 0.8405, -0.3376], [-0.0889, 0.3726, -0.3649], [0.1027, 0.1326, 0.8247], [-0.3540, 0.7913, -1.0589], [-0.0196, -0.3780, 0.6279], [0.5785, 0.9847, -0.4893], [0.4364, -0.6725, -0.0687], [-0.5941, -0.0824, 0.9126], [0.8416, 0.5427, -1.6754], [-0.4286, 0.0593, 1.7599], [0.6365, -0.3324, -0.7636], [-1.3610, 0.2450, 0.1680], [-0.0551, -0.2573, 0.7546], [0.6306, -0.5608, 1.0385], [0.0502, 1.3089, -1.0161], [0.4533, 0.3585, 1.9142], [-0.9853, -1.3145, 0.7509], [0.4348, -0.0334, -1.7173], [0.0113, -0.3142, 0.6341], [-0.0280, -0.9988, -0.7470], [-0.1821, 0.7387, 0.2096], [-0.0473, 0.4164, 0.3173], [-0.0916, -0.3802, -0.3022], [0.0762, -0.3274, -0.6566], [-0.2010, -0.3576, -0.3440], [-0.1279, -0.0333, -0.1058], [0.0776, -0.1767, -0.5158], [0.4027, 0.7287, -0.6792], [-0.1206, 0.0677, -0.1268]]}

(2)
{"formula": "C26H53NO31S8", "method": "ωB97M-V with the def2-TZVPD basis set", "smiles": "COCCCC[C@@]1(CCCS(=O)(=O)O)[C@H](CCN)CCOS1(=O)=O.O=S1(=O)OCCO1.O=S1(=O)OCCO1.O=S1(=O)OCCO1.O=S1(=O)OCCO1.O=S1(=O)OCCO1.O=S1(=O)OCCO1", "e_tot_ev": -179460.040, "elements": ["C", "O", "C", "C", "C", "C", "C", "C", "C", "C", "S", "O", "O", "O", "C", "C", "C", "N", "C", "C", "O", "S", "O", "O", "H", "H", "H", "H", "H", "H", "H", "H", "H", "H", "H", "H", "H", "H", "H", "H", "H", "H", "H", "H", "H", "H", "H", "H", "H", "H", "H", "H", "H", "O", "S", "O", "O", "C", "C", "O", "H", "H", "H", "H", "O", "S", "O", "O", "C", "C", "O", "H", "H", "H", "H", "O", "S", "O", "O", "C", "C", "O", "H", "H", "H", "H", "O", "S", "O", "O", "C", "C", "O", "H", "H", "H", "H", "O", "S", "O", "O", "C", "C", "O", "H", "H", "H", "H", "O", "S", "O", "O", "C", "C", "O", "H", "H", "H", "H"], "coordinates": [[8.071, -1.146, 2.522], [7.134, -0.336, 3.204], [5.891, -0.357, 2.541], [4.870, 0.434, 3.335], [3.542, 0.634, 2.583], [3.089, -0.633, 1.876], [1.687, -0.632, 1.244], [1.311, -2.072, 0.864], [2.275, -2.788, -0.107], [2.530, -4.254, 0.272], [3.851, -4.520, 1.408], [4.028, -5.929, 1.532], [5.005, -3.775, 1.002], [3.339, -3.981, 2.820], [0.590, 0.017, 2.142], [0.161, -0.817, 3.354], [1.130, -0.901, 4.524], [1.331, 0.424, 5.165], [-0.710, 0.325, 1.371], [-0.519, 1.171, 0.111], [0.846, 1.618, -0.065], [1.799, 0.371, -0.281], [1.282, -0.381, -1.395], [3.110, 0.901, -0.469], [9.007, -1.128, 3.071], [7.707, -2.171, 2.415], [8.258, -0.747, 1.519], [6.002, 0.072, 1.536], [5.553, -1.394, 2.427], [5.304, 1.403, 3.580], [4.681, -0.086, 4.280], [2.820, 0.999, 3.311], [3.699, 1.447, 1.875], [3.159, -1.483, 2.550], [3.821, -0.824, 1.095], [0.294, -2.115, 0.476], [1.293, -2.645, 1.790], [3.207, -2.253, -0.275], [1.781, -2.843, -1.076], [1.597, -4.693, 0.626], [2.826, -4.773, -0.636], [3.971, -3.294, 3.083], [0.936, 0.980, 2.515], [-0.134, -1.832, 3.087], [-0.733, -0.332, 3.749], [2.082, -1.366, 4.283], [0.661, -1.559, 5.260], [2.334, 0.529, 5.289], [0.990, 0.367, 6.116], [-1.317, 0.903, 2.065], [-1.251, -0.593, 1.148], [-0.878, 0.645, -0.769], [-1.139, 2.061, 0.176], [-0.549, -1.549, -7.109], [-0.365, -0.224, -6.639], [-0.046, 0.837, -7.522], [0.696, -0.263, -5.442], [0.127, 0.290, -4.245], [-1.351, 0.007, -4.365], [-1.633, 0.209, -5.763], [0.325, 1.364, -4.228], [0.583, -0.173, -3.377], [-1.958, 0.671, -3.757], [-1.583, -1.031, -4.116], [-0.084, -5.612, 0.425], [-1.368, -6.167, 0.686], [-2.375, -5.402, 1.320], [-1.161, -7.545, 1.458], [-1.780, -8.621, 0.736], [-1.707, -8.187, -0.713], [-1.959, -6.773, -0.665], [-2.812, -8.718, 1.077], [-1.245, -9.547, 0.925], [-2.448, -8.675, -1.339], [-0.711, -8.347, -1.131], [6.829, -2.448, -4.491], [5.581, -3.111, -4.381], [5.496, -4.525, -4.348], [4.612, -2.544, -5.521], [3.414, -2.010, -4.936], [3.843, -1.532, -3.564], [4.778, -2.531, -3.125], [2.676, -2.811, -4.868], [3.023, -1.206, -5.550], [3.017, -1.459, -2.860], [4.359, -0.571, -3.615], [-2.868, 2.119, -1.924], [-3.560, 2.752, -0.859], [-3.214, 2.521, 0.500], [-5.115, 2.482, -1.035], [-5.840, 3.729, -1.095], [-4.849, 4.704, -1.692], [-3.587, 4.321, -1.098], [-6.124, 4.014, -0.082], [-6.730, 3.609, -1.700], [-5.070, 5.734, -1.457], [-4.767, 4.584, -2.774], [-9.611, 6.774, -1.522], [-8.404, 6.812, -2.256], [-7.236, 6.152, -1.778], [-8.054, 8.330, -2.590], [-7.914, 8.511, -4.009], [-8.829, 7.466, -4.611], [-8.662, 6.324, -3.752], [-6.871, 8.336, -4.279], [-8.195, 9.525, -4.281], [-8.559, 7.205, -5.630], [-9.874, 7.775, -4.576], [-3.196, 2.546, 6.543], [-1.987, 2.689, 5.818], [-0.766, 2.156, 6.294], [-1.790, 4.238, 5.468], [-1.666, 4.417, 4.050], [-2.475, 3.284, 3.455], [-2.202, 2.171, 4.319], [-0.611, 4.341, 3.781], [-2.045, 5.396, 3.768], [-2.184, 3.044, 2.436], [-3.546, 3.494, 3.487]], "forces_ev_per_angstrom": [[0.0110, 0.2321, -0.1821], [-0.0246, -0.1411, 0.0950], [-0.0244, 0.1632, 0.0793], [-0.1109, -0.2055, -0.0308], [0.5068, 0.3459, 0.3997], [0.2451, 0.4448, -0.1744], [-0.3172, 0.0869, 0.4763], [0.3302, -0.1174, -0.1345], [-0.5356, -0.2433, -0.0824], [-0.4330, 1.0526, -0.1326], [0.7780, -1.5859, -0.8806], [-0.4420, -0.1978, 0.2767], [-0.1688, 0.9034, 0.3198], [-0.0308, 0.3930, -0.1337], [-0.5128, -0.1798, -0.2474], [0.3607, 0.0937, 0.2094], [-0.4269, 0.1962, 0.6740], [0.7267, -0.6428, -0.1342], [0.3773, 0.2426, 0.1622], [-0.9362, 0.2144, 0.1024], [-0.0683, -0.5460, 0.2710], [0.7110, 0.0786, -0.9616], [-0.4762, -0.3380, 0.1068], [0.1949, 0.2649, 0.3125], [-0.0146, -0.0381, 0.1462], [0.0231, -0.0901, 0.0654], [-0.0003, -0.0287, -0.0690], [-0.0431, -0.0413, -0.0925], [0.0916, -0.0844, -0.1383], [-0.0230, 0.0574, 0.0798], [0.0800, -0.0240, 0.0643], [-0.1601, -0.0570, -0.0914], [-0.1735, -0.0959, -0.2472], [-0.2352, -0.0208, 0.1223], [-0.0334, -0.1572, -0.0776], [-0.0255, 0.0436, -0.1121], [0.0433, 0.1217, 0.1586], [0.1188, -0.0258, 0.0955], [0.0724, 0.1350, -0.0951], [0.5487, -0.1091, 0.1982], [0.3091, -0.3307, 0.1899], [-0.0229, 0.0066, 0.1399], [0.2696, -0.0237, 0.0275], [-0.0625, -0.0170, -0.2574], [-0.0627, -0.0175, 0.0323], [0.0451, 0.0095, -0.2101], [0.0417, -0.1961, -0.0557], [-0.0148, 0.3013, -0.0266], [-0.3149, 0.2835, -0.0559], [-0.1840, -0.1572, 0.0317], [-0.0371, -0.0518, -0.0693], [0.3659, -0.0579, -0.2037], [0.5905, 0.0574, 0.0346], [0.1122, -0.0786, -0.1447], [-0.1797, 0.0631, 0.3896], [-0.0494, 0.0192, -0.1666], [-0.1152, -0.2080, -0.1717], [-0.0045, 0.4061, 0.2347], [-0.0180, -0.4006, 0.1165], [0.2155, 0.2075, -0.0022], [-0.0062, -0.0007, -0.0161], [0.0488, -0.0736, -0.0930], [-0.0876, 0.1284, -0.1939], [0.0216, 0.0076, 0.0154], [-0.3887, -0.0510, 0.0795], [0.0737, -0.2571, -0.0918], [-0.0462, 0.2084, -0.0099], [0.1272, 0.0101, -0.1714], [-0.3548, -0.1128, -0.0029], [0.3671, -0.1592, -0.0953], [-0.1948, -0.0637, 0.1822], [-0.0007, -0.0007, -0.0187], [0.1577, 0.1100, 0.1116], [-0.1200, 0.1971, -0.0184], [-0.0052, -0.0228, 0.0125], [0.1442, -0.0584, -0.0873], [-0.2340, 0.1913, 0.0301], [0.0983, -0.1247, 0.0691], [0.1447, 0.1685, 0.1712], [-0.3067, -0.1448, 0.1531], [0.0717, 0.3529, -0.1245], [-0.1688, -0.2088, -0.0948], [-0.0230, 0.0248, -0.0061], [0.1599, -0.0369, -0.1574], [0.0944, -0.1409, 0.1030], [-0.0176, 0.0074, -0.0025], [0.2096, -0.2534, 0.1343], [-0.9240, 0.4804, -0.2647], [0.2423, -0.1077, 0.0546], [0.1458, 0.0336, -0.2635], [-0.0932, 0.2709, 0.2954], [0.0519, -0.1926, -0.3935], [-0.0521, -0.0929, 0.1995], [-0.0026, 0.0079, -0.0092], [0.0571, -0.2087, -0.0732], [0.2055, 0.0526, 0.2037], [-0.0263, -0.0034, 0.0126], [-0.0121, -0.0295, 0.2220], [-0.0612, 0.1787, -0.2775], [-0.2108, -0.0354, 0.0183], [-0.1857, -0.0813, -0.0342], [0.2984, -0.0723, -0.2296], [-0.3371, 0.2324, -0.0260], [0.3022, 0.0505, 0.0192], [-0.0101, 0.0004, -0.0104], [-0.0689, 0.0391, 0.2046], [0.0738, -0.2100, 0.0699], [0.0128, 0.0223, -0.0067], [-0.0203, 0.0005, 0.1751], [-0.0287, 0.1491, -0.3360], [-0.0429, -0.1178, 0.2750], [-0.2378, -0.0760, -0.0235], [0.3096, -0.0637, -0.2015], [-0.2624, 0.2011, -0.0455], [0.2556, 0.0684, 0.0503], [-0.0098, -0.0132, -0.0121], [-0.0627, 0.0329, 0.1933], [0.0294, -0.1453, 0.1443], [0.0127, 0.0169, -0.0394]]}